15
Properties=species:S:1:pos:R:3:forces:R:3 method="wB97M-V/def2-TZVPD" energy_ev=-11326.205 smiles=NC(N)(O)C(O)O total_charge=0
N -0.965 -1.094 0.762 -0.363 0.461 0.064
C -0.305 0.136 0.501 1.918 -0.377 -2.061
N 0.478 0.607 1.591 0.671 -0.659 0.110
O -1.213 1.078 0.036 -0.294 0.319 -1.066
C 0.720 -0.211 -0.800 -0.355 -0.825 1.445
O 0.121 -1.153 -1.655 0.191 0.580 0.021
O 1.076 0.947 -1.513 -0.454 0.311 0.338
H -0.451 -1.669 1.417 -0.716 -0.020 0.066
H -1.974 -0.983 0.797 0.411 -0.354 0.581
H 1.035 1.411 1.334 -0.188 0.056 0.260
H -0.027 0.703 2.463 -0.038 0.259 -0.273
H -0.768 1.441 -0.760 -0.589 0.184 0.407
H 1.627 -0.674 -0.375 -0.276 0.107 -0.128
H -0.825 -1.203 -1.449 0.219 -0.064 0.140
H 1.469 0.663 -2.349 -0.137 0.021 0.097

***

29
Properties=species:S:1:pos:R:3:forces:R:3 method="wB97M-V/def2-TZVPD" energy_ev=-16219.652 smiles="Cc1cccc(C)c1.C=CC(=C)N=O" total_charge=0
C -0.729 1.865 2.091 -2.362 1.787 -0.309
C -0.911 0.859 0.979 -1.070 2.522 -0.149
C -1.101 1.318 -0.330 -0.186 -1.413 1.470
C -1.442 0.408 -1.307 2.122 3.102 -3.188
C -1.600 -0.902 -1.080 -0.991 -1.380 2.740
C -1.548 -1.350 0.289 0.008 -0.696 -2.177
C -1.703 -2.867 0.575 -0.545 2.067 1.021
C -1.175 -0.423 1.279 -0.060 -3.073 -0.771
H -1.229 2.860 1.670 1.626 -1.705 1.134
H -1.326 1.656 3.026 0.575 -0.194 -1.078
H 0.291 1.963 2.401 0.670 0.507 0.018
H -1.100 2.351 -0.500 0.404 1.287 -0.503
H -1.209 0.807 -2.379 -1.371 -0.830 1.643
H -1.934 -1.507 -1.893 0.171 -0.817 -0.224
H -2.710 -3.119 0.994 1.077 0.050 -0.231
H -1.387 -3.533 -0.183 -0.352 -0.300 -1.538
H -0.881 -2.999 1.235 0.243 -0.613 1.592
H -0.967 -0.782 2.267 -0.216 -0.205 0.513
C 2.983 1.832 -0.707 -0.558 2.296 -1.327
C 2.373 0.802 -0.170 0.137 -1.090 0.893
C 2.019 -0.447 -0.860 -1.326 1.816 -1.938
C 1.435 -0.406 -2.098 0.707 -2.749 2.889
N 1.681 -1.613 -0.200 0.046 -2.107 0.939
O 1.744 -1.637 1.014 0.182 0.511 -0.572
H 3.034 2.820 -0.261 0.173 -0.366 0.959
H 3.146 2.050 -1.772 0.339 -1.257 0.141
H 2.047 0.786 0.872 0.382 0.216 -0.142
H 1.263 0.515 -2.490 -0.211 2.335 -1.660
H 0.937 -1.307 -2.462 0.386 0.302 -0.144

***

12
Properties=species:S:1:pos:R:3:forces:R:3 method="wB97M-V/def2-TZVPD" energy_ev=-8697.534 total_charge=0
H -0.454 -0.265 -2.541 -0.042 0.063 0.019
N -0.046 -0.017 -1.642 -0.416 0.142 0.074
C -0.902 0.491 -0.862 0.165 -0.096 -0.106
C -0.529 0.885 0.558 -0.062 0.036 -0.003
N 0.908 0.859 0.731 0.113 -0.437 -0.023
C 1.469 -0.276 0.711 0.042 0.304 0.046
C 0.755 -1.548 0.696 -0.604 -0.878 0.080
N 0.149 -2.534 0.740 0.675 0.973 -0.029
H -1.955 0.655 -1.121 0.125 0.001 -0.003
H -0.901 1.893 0.770 0.057 -0.157 -0.070
H -1.049 0.195 1.243 0.064 0.063 -0.113
H 2.556 -0.337 0.716 -0.117 -0.015 0.129

***

So what do the calculations give for energy relative to the best compared isomer or geometry (same formula, charge and spin)? Going down the list: 17.6, 142.1, 52.5 kcal/mol.
So what do the calculations give for E_HOMO? Going down the list: -9.45, -8.73, -10.35 eV.
So what do the calculations give for gap between HOMO and LUMO? Going down the list: 10.259, 8.136, 10.511 eV.